C28H80N6O12 | ωB97M-V with the def2-TZVPD basis set

- HOMO-LUMO gap (eV) = 9.2
- DFT total energy (eV) = -63843.1295
- energy relative to the best compared isomer or geometry (same formula, charge and spin) (kcal/mol) = 46.5

Geometry (Å):
N (-3.515, 2.785, 1.226)
C (-4.520, 1.997, 1.094)
N (-5.237, 2.000, 2.130)
O (-4.626, 1.202, 0.197)
H (-3.520, 3.439, 1.996)
H (-3.001, 2.930, 0.369)
H (-5.226, 2.693, 2.864)
H (-5.838, 1.195, 2.239)
N (1.529, -1.617, 3.209)
C (1.403, -2.875, 3.417)
N (0.224, -3.158, 3.882)
O (2.292, -3.647, 3.264)
H (0.782, -0.978, 3.437)
H (2.253, -1.333, 2.564)
H (-0.493, -2.451, 3.964)
H (0.040, -4.131, 4.080)
N (0.955, 1.990, 2.705)
C (0.627, 1.967, 3.897)
N (1.262, 2.835, 4.651)
O (-0.105, 1.091, 4.316)
H (0.519, 1.309, 2.099)
H (1.614, 2.659, 2.335)
H (1.896, 3.414, 4.120)
H (1.223, 2.850, 5.660)
C (2.873, -4.507, -2.424)
C (2.387, -3.990, -1.065)
C (3.403, -3.462, -0.198)
O (1.499, -2.944, -1.439)
H (3.514, -3.737, -2.852)
H (2.011, -4.676, -3.069)
H (3.524, -5.380, -2.371)
H (1.862, -4.776, -0.521)
H (4.167, -4.188, 0.078)
H (2.799, -3.243, 0.682)
H (3.954, -2.609, -0.594)
H (0.652, -3.389, -1.517)
C (-2.453, -0.701, 2.716)
C (-2.571, -0.934, 4.254)
C (-3.402, -2.154, 4.551)
O (-1.316, -1.068, 4.865)
H (-2.193, 0.334, 2.494)
H (-3.400, -0.869, 2.203)
H (-1.678, -1.366, 2.334)
H (-3.060, -0.051, 4.664)
H (-3.394, -2.298, 5.631)
H (-2.884, -2.998, 4.094)
H (-4.405, -1.907, 4.204)
H (-0.907, -0.225, 4.659)
C (-2.728, 5.864, -4.142)
C (-2.451, 4.633, -3.320)
C (-1.217, 3.832, -3.727)
O (-2.385, 5.064, -2.010)
H (-2.180, 6.796, -4.008)
H (-3.805, 6.030, -4.129)
H (-2.534, 5.517, -5.158)
H (-3.289, 3.939, -3.383)
H (-1.374, 3.071, -4.492)
H (-0.713, 3.348, -2.891)
H (-0.473, 4.432, -4.250)
H (-3.100, 5.700, -1.937)
C (5.983, -2.552, 1.959)
C (6.010, -1.052, 2.181)
C (4.603, -0.389, 2.054)
O (6.453, -0.965, 3.568)
H (5.929, -2.797, 0.898)
H (5.125, -3.093, 2.357)
H (6.916, -3.040, 2.243)
H (6.701, -0.665, 1.432)
H (4.020, -0.785, 2.885)
H (4.128, -0.639, 1.105)
H (4.602, 0.701, 2.074)
H (7.368, -1.210, 3.725)
C (-0.585, -1.843, -5.484)
C (-0.905, -0.428, -5.789)
C (-0.012, 0.480, -4.968)
O (-0.608, -0.203, -7.144)
H (-1.023, -2.542, -6.197)
H (-1.002, -2.116, -4.515)
H (0.486, -1.985, -5.339)
H (-1.953, -0.149, -5.678)
H (1.035, 0.220, -5.120)
H (-0.215, 0.435, -3.898)
H (-0.225, 1.494, -5.306)
H (-0.891, 0.687, -7.366)
C (3.465, 4.385, 0.521)
C (4.021, 3.595, 1.684)
C (5.577, 3.965, 2.018)
O (3.238, 4.006, 2.773)
H (3.502, 5.421, 0.858)
H (2.399, 4.187, 0.403)
H (3.914, 4.402, -0.472)
H (3.892, 2.555, 1.386)
H (6.322, 3.601, 1.311)
H (5.847, 3.519, 2.976)
H (5.672, 5.049, 2.075)
H (3.507, 4.921, 2.883)
C (-5.634, -1.302, -2.921)
C (-4.366, -0.557, -2.383)
C (-3.074, -0.985, -3.094)
O (-4.406, 0.805, -2.496)
H (-5.468, -2.379, -2.919)
H (-5.810, -1.014, -3.957)
H (-6.468, -1.155, -2.235)
H (-4.222, -0.885, -1.353)
H (-2.645, -1.932, -2.767)
H (-2.352, -0.170, -3.061)
H (-3.347, -0.987, -4.149)
H (-4.621, 1.104, -1.609)
C (-2.876, -3.661, 0.423)
C (-1.391, -3.599, 0.133)
O (-1.218, -3.656, -1.276)
H (-3.291, -2.681, 0.663)
H (-2.960, -4.173, 1.382)
H (-3.542, -4.146, -0.290)
H (-0.820, -4.397, 0.607)
H (-0.856, -2.777, 0.608)
H (-1.594, -4.506, -1.519)
C (-0.112, 1.191, -0.419)
C (0.264, -0.243, -0.538)
O (1.286, -0.451, 0.379)
H (0.745, 1.859, -0.494)
H (-0.628, 1.328, 0.532)
H (-0.827, 1.474, -1.192)
H (0.500, -0.479, -1.576)
H (-0.619, -0.839, -0.310)
H (1.788, -1.216, 0.089)



C28H80O12 | ωB97M-V with the def2-TZVPD basis set

- total charge = -1
- HOMO-LUMO gap (spin up / spin down) (eV) = 1.7 / 9.7
- DFT total energy (eV) = -54900.2499
- 2S+1 = 2
- energy relative to the best compared isomer or geometry (same formula, charge and spin) (kcal/mol) = 0.0

Geometry (Å):
C (-3.066, -2.036, 1.099)
O (-3.550, -1.935, -0.195)
H (-3.604, -2.805, 1.653)
H (-2.004, -2.225, 1.259)
H (-3.140, -1.091, 1.637)
H (-3.953, -1.072, -0.311)
C (-0.002, -2.995, -4.886)
O (0.508, -3.051, -6.207)
H (0.116, -1.967, -4.543)
H (-1.071, -3.203, -4.842)
H (0.603, -3.564, -4.180)
H (-0.134, -2.517, -6.680)
C (2.728, 2.976, -2.463)
O (3.469, 2.539, -1.335)
H (3.419, 3.484, -3.136)
H (2.349, 2.132, -3.040)
H (1.880, 3.569, -2.121)
H (2.926, 1.902, -0.865)
C (2.600, 2.147, 2.097)
O (2.337, 1.095, 2.978)
H (3.426, 1.856, 1.448)
H (1.773, 2.381, 1.426)
H (2.946, 3.030, 2.636)
H (1.680, 1.500, 3.549)
C (1.209, -3.617, 5.085)
C (0.365, -2.383, 5.305)
C (0.060, -1.636, 4.027)
O (-0.951, -2.785, 5.768)
H (2.176, -3.288, 4.705)
H (0.672, -4.320, 4.449)
H (1.365, -4.050, 6.073)
H (0.808, -1.705, 6.034)
H (0.924, -1.187, 3.538)
H (-0.521, -0.757, 4.308)
H (-0.363, -2.346, 3.316)
H (-1.325, -3.471, 5.210)
C (-2.810, 4.981, 1.895)
C (-2.678, 3.466, 1.684)
C (-3.284, 2.738, 2.896)
O (-3.455, 3.114, 0.627)
H (-2.482, 5.306, 2.882)
H (-3.863, 5.256, 1.829)
H (-2.294, 5.493, 1.084)
H (-1.653, 3.115, 1.567)
H (-3.194, 1.654, 2.832)
H (-4.329, 3.034, 2.990)
H (-2.805, 2.986, 3.844)
H (-3.173, 3.679, -0.097)
C (5.745, -1.291, -2.137)
C (4.287, -0.754, -2.047)
C (3.674, -0.539, -3.435)
O (3.427, -1.636, -1.316)
H (6.030, -1.548, -1.117)
H (6.409, -0.504, -2.495)
H (5.786, -2.213, -2.717)
H (4.429, 0.231, -1.602)
H (3.829, -1.427, -4.049)
H (4.119, 0.362, -3.857)
H (2.613, -0.292, -3.410)
H (3.685, -1.536, -0.396)
C (5.204, -2.694, 1.444)
C (4.051, -2.040, 2.163)
C (4.440, -1.797, 3.609)
O (3.808, -0.845, 1.472)
H (4.924, -2.897, 0.410)
H (5.441, -3.667, 1.872)
H (6.178, -2.205, 1.457)
H (3.202, -2.707, 2.017)
H (3.631, -1.314, 4.157)
H (5.292, -1.120, 3.552)
H (4.720, -2.727, 4.105)
H (3.413, -0.190, 2.051)
C (-2.539, 6.114, -3.327)
C (-2.416, 4.794, -2.590)
C (-0.994, 4.424, -2.112)
O (-3.400, 4.719, -1.529)
H (-3.526, 6.576, -3.328)
H (-2.068, 5.999, -4.303)
H (-1.864, 6.834, -2.866)
H (-2.808, 4.051, -3.283)
H (-0.586, 5.208, -1.475)
H (-0.280, 4.320, -2.930)
H (-1.053, 3.545, -1.471)
H (-4.193, 5.184, -1.803)
C (0.774, -4.032, 0.344)
C (0.139, -5.394, 0.186)
C (-1.213, -5.574, 0.882)
O (-0.138, -5.626, -1.212)
H (1.708, -3.883, -0.198)
H (0.945, -3.759, 1.385)
H (0.069, -3.264, 0.024)
H (0.793, -6.228, 0.440)
H (-1.890, -4.751, 0.653)
H (-1.089, -5.623, 1.964)
H (-1.693, -6.490, 0.539)
H (-0.938, -5.145, -1.436)
C (-0.428, 0.709, -1.785)
C (0.226, 0.929, -0.460)
C (-0.398, 0.148, 0.711)
O (1.604, 0.674, -0.508)
H (-1.495, 0.849, -1.612)
H (-0.347, -0.313, -2.155)
H (-0.013, 1.417, -2.502)
H (0.085, 1.972, -0.179)
H (-0.292, 0.667, 1.664)
H (-0.098, -0.891, 0.847)
H (-1.488, 0.143, 0.670)
H (1.825, -0.259, -0.475)
C (-4.908, -0.067, -2.662)
C (-4.487, 1.208, -1.871)
C (-5.666, 2.218, -1.813)
O (-4.152, 0.872, -0.565)
H (-5.835, -0.391, -2.189)
H (-4.220, -0.907, -2.569)
H (-5.107, 0.146, -3.712)
H (-3.732, 1.670, -2.507)
H (-5.376, 3.154, -1.334)
H (-6.551, 1.904, -1.259)
H (-5.884, 2.455, -2.855)
H (-3.972, 1.620, 0.009)



C28H80O13Zr | ωB97M-V with the def2-TZVPD basis set

- total charge = +2
- HOMO-LUMO gap (eV) = 9.8
- DFT total energy (eV) = -58220.7053
- energy relative to the best compared isomer or geometry (same formula, charge and spin) (kcal/mol) = 0.0

Geometry (Å):
Zr (-0.281, 0.222, 0.132)
C (3.900, -1.030, 1.165)
C (3.234, 0.280, 0.754)
C (4.002, 0.930, -0.465)
O (1.868, 0.167, 0.426)
H (3.559, -1.603, 2.028)
H (4.959, -0.860, 1.364)
H (3.953, -1.742, 0.342)
H (3.384, 0.999, 1.560)
H (3.988, 0.338, -1.380)
H (5.041, 1.063, -0.163)
H (3.607, 1.891, -0.796)
C (-4.232, -1.279, -1.024)
C (-3.812, 0.090, -0.528)
C (-4.676, 0.526, 0.610)
O (-2.440, 0.238, -0.235)
H (-5.281, -1.304, -1.316)
H (-4.007, -2.116, -0.363)
H (-3.677, -1.422, -1.951)
H (-4.114, 0.839, -1.261)
H (-4.558, 1.587, 0.827)
H (-4.569, -0.030, 1.542)
H (-5.713, 0.417, 0.292)
C (-1.164, -2.942, -2.488)
C (-0.670, -1.515, -2.661)
O (0.166, -1.153, -1.591)
H (-0.286, -3.580, -2.593)
H (-1.923, -3.140, -3.245)
H (-1.651, -3.082, -1.523)
H (-1.565, -0.893, -2.634)
H (-0.167, -1.286, -3.600)
H (0.978, -1.601, -1.842)
C (3.037, -1.729, 5.292)
C (2.279, -0.526, 4.776)
O (1.006, -0.952, 4.354)
H (2.984, -2.527, 4.552)
H (2.629, -2.248, 6.160)
H (4.103, -1.522, 5.380)
H (2.812, -0.058, 3.948)
H (2.125, 0.231, 5.546)
H (0.428, -0.943, 5.120)
C (-3.667, -5.501, -0.595)
C (-2.397, -5.201, 0.226)
O (-2.450, -3.976, 0.915)
H (-4.597, -5.618, -0.039)
H (-3.474, -6.442, -1.109)
H (-3.972, -4.786, -1.359)
H (-1.572, -5.195, -0.487)
H (-2.270, -6.028, 0.924)
H (-3.136, -4.073, 1.580)
C (0.888, 3.281, 5.376)
C (0.647, 3.441, 3.890)
O (1.416, 2.418, 3.268)
H (0.619, 4.145, 5.985)
H (1.934, 3.079, 5.607)
H (0.382, 2.411, 5.795)
H (0.886, 4.443, 3.534)
H (-0.384, 3.318, 3.557)
H (2.295, 2.557, 3.629)
C (2.245, -2.809, -4.942)
C (3.029, -1.935, -3.920)
O (2.405, -2.210, -2.670)
H (2.712, -2.745, -5.924)
H (1.200, -2.502, -4.992)
H (2.217, -3.849, -4.615)
H (2.888, -0.896, -4.217)
H (4.108, -2.090, -3.914)
H (2.622, -3.138, -2.559)
C (-3.352, 0.661, -4.908)
C (-1.977, 1.326, -4.959)
O (-1.926, 1.966, -3.711)
H (-3.485, 0.115, -3.974)
H (-3.494, -0.068, -5.705)
H (-4.152, 1.399, -4.965)
H (-1.842, 2.011, -5.796)
H (-1.193, 0.576, -5.063)
H (-2.704, 2.524, -3.639)
C (-2.194, -1.074, 3.388)
C (-1.721, 0.327, 3.062)
O (-0.510, 0.289, 2.374)
H (-2.547, -1.628, 2.519)
H (-3.104, -1.122, 3.987)
H (-1.447, -1.699, 3.877)
H (-1.535, 0.827, 4.012)
H (-2.464, 0.908, 2.515)
H (0.088, 0.252, 3.124)
C (1.166, -3.636, 0.429)
C (0.436, -2.730, 1.430)
O (-0.584, -1.960, 0.771)
H (0.626, -4.457, -0.044)
H (2.043, -4.032, 0.941)
H (1.481, -3.086, -0.457)
H (1.167, -2.112, 1.951)
H (-0.067, -3.306, 2.206)
H (-1.318, -2.578, 0.742)
C (3.466, 4.809, -0.516)
C (2.533, 4.721, 0.652)
O (1.228, 4.440, 0.214)
H (3.192, 5.681, -1.109)
H (3.346, 3.908, -1.117)
H (4.493, 4.959, -0.183)
H (2.550, 5.677, 1.176)
H (2.921, 3.948, 1.316)
H (1.004, 5.204, -0.322)
C (1.607, 1.409, -3.344)
C (0.921, 2.219, -2.319)
O (-0.087, 1.433, -1.730)
H (2.106, 0.569, -2.861)
H (2.504, 1.918, -3.696)
H (0.957, 1.099, -4.163)
H (0.572, 3.163, -2.739)
H (1.684, 2.472, -1.582)
H (-0.819, 1.568, -2.336)
C (-1.909, 4.044, -0.330)
C (-1.580, 3.232, 0.923)
O (-0.416, 2.437, 0.689)
H (-1.090, 4.725, -0.564)
H (-2.741, 4.722, -0.143)
H (-2.112, 3.352, -1.148)
H (-2.466, 2.718, 1.296)
H (-1.326, 3.913, 1.735)
H (0.241, 3.135, 0.638)